Entry 1:
C8H5Cl2NO4 | ωB97M-V with the def2-TZVPD basis set

```
20
Properties=species:S:1:pos:R:3:nbo_charge:R:1
O -4.1656 -1.8947 1.3468 -0.434
C -3.9874 -1.4096 0.2794 0.485
Cl -4.0925 -2.3606 -1.2115 -0.009
C -3.6295 0.0968 -0.0171 0.320
Cl -3.7188 1.0164 1.7012 -0.053
O -2.5398 0.3381 -0.8008 -0.471
C -1.2837 0.2556 -0.2978 0.272
C -0.8596 -0.3042 0.9007 -0.293
C 0.5274 -0.3709 1.1424 -0.178
C 1.4317 0.2501 0.3438 -0.227
C 0.9920 1.0657 -0.6754 -0.195
C -0.3672 1.0598 -1.0397 -0.238
N -4.8184 0.7644 -0.8117 0.521
O -5.8748 0.2475 -0.7012 -0.321
O -4.5503 1.8151 -1.3584 -0.330
H -1.4200 -0.8753 1.6571 0.241
H 0.7026 -0.7553 2.1703 0.220
H 2.4031 0.3469 0.6617 0.211
H 1.8463 1.7233 -0.9526 0.233
H -0.9381 1.6708 -1.8452 0.247
```

Structure (SMILES): O=C(Cl)[C@@](Cl)(Oc1ccccc1)[N+](=O)[O-]
M: 250.0 g/mol
Relative energy (zero: lowest compared OMol25 entry of this formula, charge and spin): 330.4 kJ/mol
Multiplicity: 1
Gap between HOMO and LUMO: 8.853 eV

---

Entry 2:
C6H11NO | ωB97M-V with the def2-TZVPD basis set

```
19
Properties=species:S:1:pos:R:3:nbo_charge:R:1
C 0.0080 1.1129 -0.4610 -0.197
C -0.7722 2.0144 -1.1313 0.463
O -1.8109 2.5372 -0.4773 -0.532
C -0.5008 2.5357 -2.4779 -0.740
H 0.8357 0.6688 -0.9895 0.226
H -0.1077 0.8952 0.5916 0.249
H -2.4605 2.8338 -1.1440 0.519
H 0.2932 1.9944 -2.9925 0.265
H -1.3136 2.5114 -3.2117 0.279
H -0.2081 3.5876 -2.4110 0.289
C 0.6679 -2.3462 2.0880 -0.018
C 1.3282 -1.1926 2.3204 -0.413
C 0.6516 -2.5101 -0.1981 -0.010
N 0.7781 -3.0720 0.9243 -0.334
H 0.0737 -2.7612 2.8945 0.224
H 1.9454 -0.7649 1.5356 0.185
H 1.3235 -0.6545 3.2559 0.226
H 0.9284 -3.0046 -1.1239 0.198
H 0.2299 -1.5055 -0.3125 0.123
```

M: 113.2 g/mol
Relative energy (zero: lowest compared OMol25 entry of this formula, charge and spin): 321.7 kJ/mol
Multiplicity: 2
Gap between HOMO and LUMO (alpha / beta): 8.787 / 3.490 eV
Total charge: +1

---

Entry 3:
C26H46Cl2HfO2P2 | ωB97M-V with the def2-TZVPD basis set

```
79
Properties=species:S:1:pos:R:3:mulliken_charge:R:1
Hf -0.0125 -0.0262 0.7236 -0.548
C -1.8807 1.6451 0.8075 0.445
C -2.2101 0.7137 -0.2433 0.761
C -2.1393 -0.4501 1.7864 0.529
C -1.8906 0.9485 2.0613 1.431
C -2.3740 -0.5883 0.3708 0.670
C -1.8806 3.1154 0.6573 -1.643
H -1.5174 3.4191 -0.3316 0.274
H -1.2467 3.5958 1.4112 0.335
H -2.8983 3.5234 0.7675 0.348
C -2.0238 1.5856 3.3856 -1.497
H -1.6760 2.6251 3.3684 0.464
H -1.4315 1.0429 4.1365 0.238
H -3.0752 1.5938 3.7238 0.334
C -2.4410 -1.4768 2.8135 -1.625
H -3.5063 -1.4670 3.0980 0.336
H -1.8437 -1.3117 3.7204 0.296
H -2.2096 -2.4803 2.4351 0.313
C -3.0443 -1.7336 -0.2869 -1.574
H -4.1366 -1.5984 -0.2965 0.319
H -2.8345 -2.6761 0.2270 0.437
H -2.7152 -1.8269 -1.3272 0.336
C -2.7387 1.1125 -1.5551 -1.065
H -3.7545 1.5314 -1.4850 0.271
H -2.7779 0.2607 -2.2399 0.358
H -2.1001 1.8641 -2.0235 0.138
C 1.4058 0.5146 -2.3658 0.276
C 0.3643 1.3537 -2.5354 0.450
C -0.2543 1.5986 -3.8822 -1.627
C -1.1664 0.4722 -4.4702 -1.581
C -1.2291 -0.8161 -3.6950 -0.433
C -0.1674 -1.6096 -3.5542 -0.343
C 1.1483 -1.3024 -4.2053 -1.341
C 2.0234 -0.2059 -3.5303 -1.493
H 0.5237 1.8316 -4.6280 0.468
H -0.8391 0.2692 -5.5039 0.563
H -0.8694 2.5109 -3.8233 0.469
H 2.3319 0.5136 -4.3077 0.510
H 2.0025 0.4553 -1.4473 0.289
H 0.0317 2.0483 -1.7586 0.592
H 2.9530 -0.6862 -3.1935 0.449
H 1.7335 -2.2323 -4.2420 0.442
H -0.2618 -2.6283 -3.1732 0.871
H 0.9815 -1.0182 -5.2571 0.406
H -2.1864 0.8724 -4.5706 0.302
H -2.2393 -1.1789 -3.4795 1.099
P 1.6633 2.1562 1.0657 1.146
C 1.4239 2.9675 2.6876 -1.138
H 2.2944 3.5913 2.9319 0.562
H 1.2952 2.2160 3.4753 0.171
H 0.5286 3.5981 2.6786 0.286
C 3.4394 1.7241 1.1693 -1.013
H 4.0366 2.5788 1.5255 0.505
H 3.7995 1.4236 0.1767 0.364
H 3.5734 0.8777 1.8576 0.053
C 1.6999 3.5769 -0.0677 -1.384
H 1.9785 3.2361 -1.0690 0.343
H 2.4162 4.3364 0.2665 0.529
H 0.7068 4.0299 -0.1343 0.362
P 0.7403 -2.5783 0.2824 1.122
C -0.3622 -3.7154 -0.5989 -1.317
H 0.2005 -4.5845 -0.9671 0.537
H -0.8249 -3.1969 -1.4450 -0.018
H -1.1575 -4.0536 0.0773 0.447
C 2.2889 -2.6379 -0.6693 -1.216
H 2.0969 -2.4256 -1.7299 0.074
H 2.7622 -3.6225 -0.5626 0.580
H 2.9694 -1.8696 -0.2813 0.331
C 1.1560 -3.5558 1.7691 -1.250
H 1.3477 -4.6030 1.4894 0.580
H 0.3245 -3.5223 2.4826 0.313
H 2.0375 -3.1416 2.2733 0.228
Cl 1.7875 -2.6765 5.1939 -0.086
C 2.1791 -1.1128 4.4351 0.125
Cl 3.5344 -1.1774 3.3010 -0.161
C 0.8857 -0.5202 3.8418 -0.134
O 0.0798 -0.1490 4.6681 -0.562
O 0.7133 -0.4062 2.5260 0.105
H 2.4576 -0.4679 5.2687 0.465
```

M: 702.0 g/mol
Relative energy (zero: lowest compared OMol25 entry of this formula, charge and spin): 0.0 kJ/mol
Multiplicity: 1
Gap between HOMO and LUMO: 7.877 eV
Total charge: +2

---

Entry 4:
C5H11NO2 | ωB97M-V with the def2-TZVPD basis set

```
19
Properties=species:S:1:pos:R:3:nbo_charge:R:1
C 0.0381 0.4035 2.3819 -0.059
O 0.3032 -0.7365 3.1655 -0.719
C 0.3023 -0.1493 0.8914 -0.098
C -0.7440 0.4070 -0.2044 -0.447
C -0.3308 0.0280 -1.6294 -0.532
C 0.2413 1.0986 -2.4879 0.417
O 0.1036 1.0126 -3.7205 -0.452
N 0.2622 -1.7166 0.7310 -0.254
H 0.7290 1.2588 2.6833 0.234
H -0.9789 0.8125 2.4160 0.204
H -0.5657 -1.1153 3.4511 0.493
H 1.2920 0.1204 0.5727 0.241
H -0.8282 1.4659 -0.1211 0.246
H -1.7804 0.1387 -0.0962 0.237
H -1.2134 -0.4264 -2.1205 0.262
H 0.3727 -0.8725 -1.6214 0.237
H 0.7528 1.8860 -1.8612 0.125
H 0.8325 -2.2007 1.5690 0.459
H -0.7430 -1.9868 0.7423 0.405
```

M: 117.1 g/mol
Relative energy (zero: lowest compared OMol25 entry of this formula, charge and spin): 337.3 kJ/mol
Multiplicity: 2
Gap between HOMO and LUMO (alpha / beta): 9.670 / 4.218 eV
Total charge: +1